P) The following is a quantum chemistry calculation of a 2-piece molecular cluster, H5NS overall, from the Open Molecules 2025 dataset.

Summary:
LUMO level = 0.65 eV
HOMO = -0.361 Ha
SMILES string = N.S
HOMO-LUMO gap = 10.5 eV

Geometry (Å):
N: 0.65489 -0.44180 1.55270
H: 1.28972 -0.12993 2.28536
H: -0.21504 -0.33286 2.07853
H: 0.66988 0.32319 0.89204
S: -0.97425 0.53536 -2.46673
H: -0.62946 0.64853 -1.17791
H: -0.79575 -0.60248 -3.16399

=====

Q) The following is a quantum chemistry calculation of H5NS as an isolated structure, from the Open Molecules 2025 dataset.

Summary:
LUMO level = 0.13 eV
HOMO = -0.349 Ha
HOMO-LUMO gap = 9.6 eV

Geometry (Å):
N: -0.27620 -0.27795 1.11099
H: 0.31022 -0.40776 -0.89838
H: -0.69810 -0.55024 1.96303
H: 0.74932 -0.17317 1.07404
H: -0.80162 0.15999 0.33625
S: -0.26888 0.88918 -1.83426
H: 0.98525 0.35996 -1.75168

=====

Question: of the structures shown, which is the most stable? Reply: P).